Entry 1:
A molecular structure, C11H10ClGdNS in a non-equilibrium geometry, computed with ωB97M-V with the def2-TZVPD basis set.

## Properties
⟨S²⟩ ... 15.815
Total charge ... -1
DFT total energy ... -2103.63247 Ha
E_LUMO (alpha / beta) ... 2.87 / 0.15 eV
Kohn-Sham gap (alpha / beta) ... 3.710 / 4.342 eV
Spin multiplicity ... 8
Energy relative to the best compared isomer or geometry (same formula, charge and spin) ... 10.675 eV
Highest occupied orbital energy (alpha / beta) ... -0.837 / -4.191 eV

CARTESIAN COORDINATES (ANGSTROEM)
C1 -0.76 2.79 1.52
C2 -1.57 1.70 0.94
C3 -1.34 1.69 -0.50
H1 -2.22 1.03 1.53
C4 -0.34 2.71 -0.82
C5 -0.16 3.51 0.40
H2 0.41 4.42 0.41
H3 -0.75 3.09 2.55
H4 -1.71 0.93 -1.21
H5 0.11 2.97 -1.78
Gd1 0.68 0.87 0.52
Cl1 2.51 0.93 2.67
C6 0.78 -4.14 -0.78
C7 0.56 -3.70 -2.13
C8 -0.86 -3.56 -2.32
H6 1.33 -3.54 -2.89
C9 -1.52 -3.91 -1.09
C10 -0.50 -4.27 -0.14
H7 -0.68 -4.60 0.89
H8 1.75 -4.37 -0.32
H9 -1.36 -3.26 -3.26
H10 -2.60 -3.92 -0.92
S1 2.28 2.98 1.40
C11 2.66 4.39 2.37
N1 3.29 5.25 2.96

***

Entry 2:
7 unconnected molecules or ions with the total composition C36H56ClFN5O18 in a non-equilibrium geometry, computed with ωB97M-V with the def2-TZVPD basis set.

## Properties
Total charge ... +1
DFT total energy ... -3592.91661 Ha
E_LUMO ... -3.79 eV
Kohn-Sham gap ... 7.901 eV
Spin multiplicity ... 1
Highest occupied orbital energy ... -11.695 eV

CARTESIAN COORDINATES (ANGSTROEM)
C1 5.65 -1.36 2.43
C2 5.06 -1.21 1.15
C3 4.57 -0.66 -0.32
N1 3.08 -0.40 -0.55
C4 3.04 0.08 -1.99
N2 1.92 0.47 -2.69
C5 2.13 0.87 -4.15
C6 2.12 2.51 -4.24
F1 3.01 2.87 -5.40
C7 0.51 0.54 -2.16
Cl1 0.33 1.43 -0.53
C8 -0.24 -0.95 -2.17
C9 -1.84 -0.69 -1.89
N3 4.50 0.04 -2.48
N4 5.47 -0.37 -1.53
C10 6.97 -0.49 -1.71
C11 7.64 0.65 -2.68
C12 7.07 2.17 -2.45
N5 8.10 3.12 -1.80
H1 5.85 -1.45 3.61
H2 3.04 0.35 -4.66
H3 1.15 0.49 -4.71
H4 2.44 3.06 -3.25
H5 1.02 2.82 -4.58
H6 -0.12 1.19 -2.94
H7 -0.16 -1.32 -3.30
H8 0.26 -1.73 -1.45
H9 -2.15 0.46 -2.01
H10 -2.16 -1.01 -0.80
H11 -2.55 -1.27 -2.65
H12 4.87 0.27 -3.43
H13 7.30 -1.55 -2.14
H14 7.50 -0.40 -0.64
H15 8.83 0.67 -2.54
H16 7.49 0.41 -3.84
H17 6.85 2.64 -3.52
H18 6.08 2.19 -1.81
H19 7.62 3.47 -0.92
H20 8.16 3.95 -2.45
C13 -1.98 -1.81 3.56
C14 -3.11 -1.42 2.62
C15 -4.43 -1.99 3.03
O1 -5.11 -2.12 1.79
C16 -4.15 -2.28 0.84
O2 -4.36 -2.64 -0.30
O3 -2.91 -1.99 1.34
H21 -1.06 -1.30 3.26
H22 -2.21 -1.54 4.59
H23 -1.77 -2.88 3.51
H24 -3.16 -0.33 2.51
H25 -4.98 -1.33 3.71
H26 -4.36 -2.99 3.49
C17 -3.91 -5.61 -0.90
C18 -2.68 -6.49 -0.81
C19 -2.93 -7.90 -1.25
O4 -1.98 -8.64 -0.50
C20 -1.76 -7.92 0.64
O5 -1.17 -8.34 1.62
O6 -2.27 -6.66 0.53
H27 -3.65 -4.58 -0.65
H28 -4.34 -5.63 -1.90
H29 -4.67 -5.93 -0.18
H30 -1.84 -6.04 -1.37
H31 -2.76 -8.04 -2.33
H32 -3.93 -8.27 -1.00
C21 8.41 -0.68 -8.47
C22 8.96 0.41 -7.58
C23 10.45 0.54 -7.66
O7 10.79 1.05 -6.38
C24 9.81 0.61 -5.53
O8 9.89 0.67 -4.31
O9 8.75 0.11 -6.21
H33 7.31 -0.68 -8.44
H34 8.73 -0.56 -9.50
H35 8.72 -1.67 -8.11
H36 8.47 1.37 -7.80
H37 10.77 1.23 -8.44
H38 10.97 -0.42 -7.80
C25 -10.87 -2.94 3.50
C26 -9.40 -2.60 3.55
C27 -8.55 -3.54 2.75
O10 -7.31 -3.51 3.44
C28 -7.60 -3.21 4.74
O11 -6.81 -3.31 5.66
O12 -8.89 -2.78 4.87
H39 -11.45 -2.17 4.04
H40 -11.24 -2.99 2.48
H41 -11.08 -3.89 4.01
H42 -9.23 -1.56 3.26
H43 -8.43 -3.21 1.72
H44 -8.92 -4.57 2.75
C29 -4.11 3.94 5.56
C30 -3.34 2.64 5.54
C31 -2.88 2.24 4.17
O13 -2.84 0.83 4.26
C32 -3.75 0.47 5.20
O14 -4.14 -0.67 5.39
O15 -4.17 1.56 5.92
H45 -4.34 4.23 6.59
H46 -3.54 4.75 5.10
H47 -5.07 3.84 5.04
H48 -2.50 2.68 6.25
H49 -1.90 2.65 3.93
H50 -3.59 2.52 3.38
C33 -1.71 9.15 3.57
C34 -0.94 7.85 3.55
C35 -0.48 7.45 2.18
O16 -0.44 6.04 2.27
C36 -1.35 5.68 3.22
O17 -1.74 4.54 3.40
O18 -1.77 6.77 3.93
H51 -1.94 9.44 4.61
H52 -1.14 9.96 3.11
H53 -2.67 9.05 3.06
H54 -0.10 7.89 4.26
H55 0.50 7.86 1.94
H56 -1.19 7.73 1.39

***

Entry 3:
A molecular structure, C28H39N7O7P2Rb, computed with ωB97M-V with the def2-TZVPD basis set.

## Properties
Total charge ... -1
DFT total energy ... -2707.54487 Ha
E_LUMO ... 1.17 eV
Kohn-Sham gap ... 4.810 eV
Spin multiplicity ... 1
Energy relative to the best compared isomer or geometry (same formula, charge and spin) ... 1.352 eV
Highest occupied orbital energy ... -3.645 eV

CARTESIAN COORDINATES (ANGSTROEM)
Rb1 -0.32 -0.15 -1.10
C1 -4.12 -2.86 0.47
C2 -2.76 -2.52 0.35
N1 -2.24 -1.43 0.86
C3 -3.06 -0.56 1.51
C4 -4.44 -0.82 1.69
C5 -4.95 -2.02 1.14
C6 -5.26 0.10 2.38
C7 -4.70 1.25 2.86
C8 -3.34 1.54 2.68
C9 -2.48 0.68 1.99
N2 -1.19 0.95 1.67
C10 -0.38 1.62 2.50
C11 -0.51 1.66 3.90
C12 0.47 2.19 4.74
C13 1.64 2.73 4.24
C14 1.82 2.75 2.84
C15 3.00 3.27 2.25
C16 3.14 3.28 0.89
C17 2.10 2.75 0.10
N3 1.00 2.24 0.61
C18 0.83 2.23 1.96
H1 -4.48 -3.77 0.01
H2 -2.08 -3.15 -0.22
H3 -6.01 -2.24 1.26
H4 -6.32 -0.12 2.51
H5 -5.31 1.97 3.39
H6 -2.94 2.48 3.04
H7 -1.40 1.23 4.35
H8 0.31 2.17 5.81
H9 2.40 3.14 4.88
H10 3.77 3.67 2.90
H11 4.03 3.67 0.41
H12 2.21 2.72 -0.98
N4 -2.24 1.72 -2.54
C19 -2.10 2.89 -3.40
C20 -1.26 2.57 -4.64
C21 0.06 1.85 -4.35
C22 0.98 2.58 -3.39
N5 2.27 1.92 -3.14
H13 -2.44 0.87 -3.08
H14 -2.97 1.85 -1.86
H15 -1.62 3.68 -2.82
H16 -3.06 3.29 -3.74
H17 -1.07 3.51 -5.17
H18 -1.85 1.94 -5.31
H19 0.59 1.68 -5.30
H20 -0.16 0.85 -3.97
H21 0.48 2.73 -2.43
H22 1.19 3.59 -3.78
H23 2.71 1.69 -4.03
H24 2.13 1.02 -2.70
O1 -1.01 -3.32 -4.59
P1 -0.89 -2.12 -3.50
O2 -1.92 -1.09 -3.79
O3 -0.75 -2.71 -2.14
O4 0.54 -1.45 -3.91
P2 2.06 -1.72 -3.42
O5 2.13 -3.37 -3.41
O6 2.99 -1.22 -4.45
O7 2.17 -1.27 -1.99
H25 -0.41 -4.02 -4.31
H26 2.61 -3.61 -4.21
C23 3.44 -1.49 1.92
C24 2.43 -0.77 1.00
N6 1.12 -1.38 1.15
C25 0.75 -1.45 2.55
C26 1.64 -2.51 3.25
N7 2.79 -2.79 2.33
C27 2.30 -3.51 1.10
C28 1.09 -2.72 0.56
H27 3.66 -0.94 2.83
H28 4.37 -1.74 1.41
H29 2.72 -0.85 -0.05
H30 2.38 0.28 1.27
H31 -0.30 -1.70 2.64
H32 0.89 -0.47 3.01
H33 1.13 -3.46 3.41
H34 2.05 -2.16 4.20
H35 3.47 -3.37 2.81
H36 2.06 -4.53 1.39
H37 3.13 -3.53 0.39
H38 0.15 -3.20 0.84
H39 1.13 -2.67 -0.52